The following is a DFT calculation (wB97M-V/def2-TZVPD) of a structure of composition C56H49CrN5O2P3Si.

Its expectation value of S² is 4.233. The calculation puts the HOMO-LUMO gap (spin up / spin down) at 4.84 / 3.95 eV. As for the LUMO energy (spin up / spin down): -0.910 / -1.157 eV. The HOMO energy (spin up / spin down) is -5.749 / -5.108 eV. Its electronic energy is -4945.47568 Ha. The value obtained for the relative energy (zero: lowest compared OMol25 entry of this formula, charge and spin) is 175.4 kJ/mol.

```
! wB97M-V def2-TZVPD RIJCOSX def2/J DEFGRID3
* xyz 0 4
Cr 0.49 -0.56 0.00
C 3.19 -3.01 5.37
C 2.29 -2.06 5.83
C 1.47 -1.38 4.95
C 1.52 -1.63 3.58
C 2.46 -2.55 3.13
C 3.28 -3.23 4.01
P 0.31 -0.81 2.42
C 0.10 0.69 3.44
C 1.25 1.46 3.60
C 1.20 2.65 4.29
C -0.01 3.09 4.81
C -1.15 2.32 4.66
C -1.11 1.12 3.98
C -1.18 -1.83 2.78
C -1.51 -2.14 4.10
C -2.60 -2.95 4.38
C -3.39 -3.44 3.35
C -3.09 -3.10 2.04
C -1.99 -2.30 1.73
Si -1.48 -1.92 -0.07
C 1.05 -3.33 -1.33
C 0.59 -4.64 -1.31
C 0.21 -5.28 -2.47
C 0.31 -4.62 -3.69
C 0.70 -3.29 -3.73
C 1.03 -2.63 -2.56
P 1.06 -0.82 -2.31
C 0.39 -0.38 -3.96
C 1.19 -0.29 -5.09
C 0.61 -0.18 -6.34
C -0.77 -0.16 -6.47
C -1.57 -0.24 -5.34
C -0.99 -0.36 -4.09
C 2.78 -0.24 -2.56
C 2.94 1.13 -2.79
C 4.19 1.69 -2.87
C 5.32 0.90 -2.67
C 5.18 -0.46 -2.44
C 3.91 -1.03 -2.39
C -2.88 -1.19 -1.11
C -3.86 -1.85 -1.84
C -4.67 -1.14 -2.71
C -4.54 0.24 -2.82
C -3.60 0.90 -2.06
C -2.71 0.20 -1.25
P -1.46 1.01 -0.07
C -2.96 1.64 0.83
C -3.68 0.70 1.56
C -4.79 1.09 2.29
C -5.20 2.41 2.26
C -4.50 3.34 1.52
C -3.38 2.96 0.80
C -0.50 2.06 -1.19
C 0.19 3.05 0.75
C 0.14 5.07 -0.44
C 0.18 5.00 -1.79
C -0.43 4.04 -2.65
C -0.91 2.80 -2.29
H 3.82 -3.56 6.06
H 2.22 -1.86 6.89
H 0.81 -0.62 5.35
H 2.57 -2.73 2.07
H 3.99 -3.95 3.63
H 2.18 1.11 3.17
H 2.09 3.25 4.40
H -0.06 4.04 5.34
H -2.09 2.67 5.07
H -2.01 0.54 3.84
H -0.92 -1.76 4.91
H -2.82 -3.20 5.40
H -4.24 -4.07 3.57
H -3.71 -3.46 1.24
H 0.51 -5.14 -0.35
H -0.16 -6.29 -2.43
H 0.05 -5.13 -4.61
H 0.68 -2.77 -4.68
H 2.27 -0.34 -5.01
H 1.23 -0.12 -7.22
H -1.22 -0.08 -7.44
H -2.65 -0.22 -5.42
H -1.60 -0.45 -3.20
H 2.05 1.74 -2.93
H 4.31 2.74 -3.08
H 6.30 1.35 -2.70
H 6.05 -1.07 -2.29
H 3.80 -2.10 -2.25
H -3.98 -2.92 -1.75
H -5.42 -1.66 -3.30
H -5.17 0.79 -3.50
H -3.54 1.98 -2.10
H -3.37 -0.33 1.57
H -5.33 0.36 2.88
H -6.07 2.71 2.83
H -4.82 4.37 1.50
H -2.81 3.69 0.24
H 1.06 3.36 1.38
H 0.63 5.89 0.08
H 0.66 5.84 -2.27
H -0.63 4.39 -3.66
H -1.63 2.33 -2.96
N 3.47 -0.38 0.71
N 3.72 1.00 0.60
C 2.74 1.80 0.06
N 3.12 3.10 -0.11
N 1.54 1.39 -0.15
N 0.69 2.49 -0.52
O -0.56 2.13 1.34
O -0.54 4.22 0.40
H 3.79 -0.70 1.62
H 3.95 -0.90 -0.02
H 4.67 1.28 0.37
H 4.10 3.33 -0.17
H 2.47 3.67 -0.63
C 1.46 -2.60 -0.12
H 2.53 -2.43 -0.16
H 1.24 -3.25 0.73
*
```